#1
Molecular formula: C18H32O2
Method: DFT, ωB97M-V with the def2-TZVPD basis set

Each line ends with the Mulliken charge.
Element x y z (Å)
C -4.9690 -1.0602 -0.3817  -1.29
C -3.9513 -2.1931 -0.3094  -0.49
C -2.5143 -1.6753 -0.3304  0.17
C -1.5033 -2.8125 -0.2018  -1.35
C -0.0488 -2.3370 -0.2468  -0.29
C 0.3719 -1.6269 1.0025  -0.04
C 1.6075 -1.5713 1.4770  -0.64
C 2.8199 -2.2124 0.8485  -1.41
C 3.1020 -1.6890 -0.5317  0.03
C 3.7365 -0.5620 -0.8239  -0.50
C 4.3101 0.4130 0.1577  -0.91
C 3.2935 1.4435 0.6723  -0.19
C 2.6854 2.3207 -0.4257  -0.83
C 1.4593 1.6915 -1.0917  -0.77
C 0.2069 1.7327 -0.2141  0.32
C -0.5027 3.0851 -0.2551  -0.83
C -1.6147 3.1674 0.7964  -0.79
C -2.5918 2.0311 0.6450  0.58
O -2.8421 1.2143 1.4925  -0.60
O -3.1745 2.0114 -0.5572  -0.51
H -4.8681 -0.5145 -1.3203  0.26
H -4.8273 -0.3795 0.4561  0.31
H -5.9827 -1.4513 -0.3307  0.43
H -4.1055 -2.8770 -1.1480  0.36
H -4.1118 -2.7574 0.6115  0.36
H -2.3341 -1.1407 -1.2684  0.34
H -2.3837 -0.9702 0.4919  -0.03
H -1.6668 -3.5203 -1.0192  0.40
H -1.6762 -3.3468 0.7353  0.34
H 0.6037 -3.1986 -0.4078  0.51
H 0.0817 -1.6679 -1.1040  0.12
H -0.4179 -1.1245 1.5435  0.41
H 1.7897 -1.0337 2.3981  0.53
H 2.6599 -3.2930 0.7877  0.46
H 3.6834 -2.0361 1.4927  0.43
H 2.7326 -2.2982 -1.3459  0.45
H 3.8701 -0.3010 -1.8663  0.32
H 4.7042 -0.1266 1.0227  0.39
H 5.1407 0.9445 -0.3130  0.40
H 3.8081 2.0812 1.3956  0.30
H 2.4977 0.9168 1.1982  -0.03
H 2.3997 3.2834 0.0038  0.34
H 3.4452 2.5199 -1.1847  0.45
H 1.6899 0.6534 -1.3305  0.18
H 1.2496 2.2123 -2.0293  0.47
H -0.4884 0.9612 -0.5504  -0.24
H 0.4734 1.4949 0.8166  0.29
H -0.9331 3.2405 -1.2459  0.33
H 0.2110 3.8886 -0.0664  0.40
H -2.1614 4.1051 0.6803  0.43
H -1.1956 3.1197 1.8020  0.31
H -3.7690 1.2448 -0.6278  0.32

As for the spin multiplicity: 1. The HOMO energy is -8.874 eV. The calculation puts the frontier orbital gap at 9.77 eV. Its SMILES is CCCCC/C=C\C/C=C\CCCCCCCC(=O)O.



#2
Molecular formula: C18H32O2
Method: DFT, ωB97M-V with the def2-TZVPD basis set

Each line ends with the Mulliken charge.
Element x y z (Å)
C 2.2833 5.8096 -4.3556  -1.28
C 1.3983 5.3440 -3.2059  -0.30
C 1.3752 3.8222 -3.0858  -0.64
C 0.4930 3.3517 -1.9329  -0.66
C 0.4751 1.8237 -1.8079  -0.89
C -0.4140 1.3964 -0.6805  -0.28
C -0.0511 1.1113 0.5611  -0.47
C 1.3451 1.1327 1.1166  -0.61
C 1.6617 -0.0995 1.9204  -0.92
C 1.7099 -1.3385 1.4461  -0.28
C 1.4283 -1.7471 0.0346  -0.72
C 0.0298 -2.3626 -0.1226  -0.15
C -0.1124 -3.6996 0.6024  -0.48
C -1.4938 -4.3345 0.4223  -1.03
C -2.6043 -3.6119 1.1886  -0.49
C -2.5143 -3.8228 2.7066  -0.69
C -2.9049 -2.5619 3.4868  -0.75
C -1.9494 -1.4422 3.1570  0.70
O -2.2514 -0.4057 2.6251  -0.58
O -0.6943 -1.7309 3.5035  -0.48
H 3.3075 5.4727 -4.2094  0.32
H 2.2856 6.8951 -4.4227  0.38
H 1.9237 5.4082 -5.3007  0.32
H 0.3802 5.7084 -3.3608  0.31
H 1.7633 5.7733 -2.2699  0.32
H 1.0084 3.3926 -4.0214  0.31
H 2.3947 3.4583 -2.9336  0.35
H -0.5274 3.7111 -2.0844  0.37
H 0.8571 3.7794 -0.9959  0.29
H 0.1043 1.3948 -2.7424  0.46
H 1.4976 1.4699 -1.6618  0.28
H -1.4679 1.3649 -0.9252  0.46
H -0.8175 0.8477 1.2779  0.50
H 1.4422 2.0095 1.7634  0.40
H 2.0735 1.2398 0.3101  0.32
H 1.8927 0.0698 2.9663  0.57
H 1.9660 -2.1465 2.1200  0.40
H 1.4966 -0.8813 -0.6232  0.11
H 2.1749 -2.4814 -0.2803  0.52
H -0.1662 -2.5120 -1.1872  0.44
H -0.7041 -1.6464 0.2490  -0.07
H 0.6416 -4.3895 0.2138  0.43
H 0.0879 -3.5589 1.6648  0.16
H -1.4562 -5.3747 0.7553  0.34
H -1.7420 -4.3383 -0.6416  0.41
H -2.5546 -2.5466 0.9621  0.28
H -3.5722 -3.9675 0.8299  0.39
H -1.4954 -4.0912 2.9868  0.31
H -3.1650 -4.6444 3.0105  0.41
H -2.8470 -2.7610 4.5582  0.39
H -3.9157 -2.2435 3.2317  0.27
H -0.0766 -1.0468 3.1808  0.29

As for the spin multiplicity: 1. The HOMO energy is -8.936 eV. The calculation puts the frontier orbital gap at 9.88 eV. Its SMILES is CCCCC/C=C\C/C=C\CCCCCCCC(=O)O.



Which is most stable, and by how much? #2, by 0.109 eV.



#1
Molecular formula: C5H14N2
Method: DFT, ωB97M-V with the def2-TZVPD basis set

Each line ends with the Mulliken charge.
Element x y z (Å)
C -0.0398 0.6172 -0.1645  -1.76
C -1.3264 -0.1168 -0.6571  1.12
C -1.4635 -1.4958 0.0202  -1.84
C -2.4993 0.7281 -0.1126  -1.95
N 1.1189 -0.1499 -0.5387  0.56
C 2.4503 0.4428 -0.1828  -2.03
N 3.0127 -0.2878 0.9288  -1.43
H 0.0174 1.6061 -0.6590  0.22
H -0.1554 0.9708 0.8747  0.21
H -1.2609 -0.0789 -1.7391  0.48
H -0.5911 -1.7788 0.6151  0.53
H -2.2916 -1.5636 0.7143  0.54
H -1.6057 -2.2617 -0.7456  0.14
H -2.5559 0.7198 0.9731  0.53
H -3.4694 0.3511 -0.4639  0.37
H -2.4301 1.7804 -0.4037  0.51
H 1.1087 -1.0598 -0.1310  0.18
H 2.3399 1.5189 -0.0680  0.36
H 3.0061 0.2027 -1.0955  0.89
H 2.6153 0.0360 1.8138  0.50
H 4.0197 -0.1808 1.0215  0.88

The expectation value of S² is 0.750. As for the spin multiplicity: 2. The HOMO energy (spin up / spin down) is 1.459 / -4.782 eV. The calculation puts the frontier orbital gap (spin up / spin down) at 2.41 / 8.54 eV. Its total charge is -1.



#2
Molecular formula: C5H14N2
Method: DFT, ωB97M-V with the def2-TZVPD basis set

Each line ends with the Mulliken charge.
Element x y z (Å)
C -2.4102 -1.0998 -0.2660  -2.14
N -1.2194 -0.9586 0.5658  -0.34
C -0.2888 0.0848 -0.0096  0.56
C 0.8784 0.1017 0.9986  -1.16
C 2.2093 0.3041 0.2105  -0.66
N 2.6625 -0.8551 -0.5685  -0.68
C -0.8974 1.4250 -0.3665  -3.16
H -3.1198 -0.2555 -0.1615  0.55
H -2.0640 -1.0797 -1.3002  0.46
H -3.0597 -1.9590 -0.0952  0.48
H -1.3525 -0.5781 1.4965  0.42
H 0.0657 -0.2868 -0.9887  0.59
H 0.8583 1.0042 1.6158  0.19
H 0.9590 -0.7400 1.6846  0.69
H 1.9414 1.1773 -0.4008  -0.03
H 3.0402 0.6045 0.8541  0.50
H 2.9153 -0.5620 -1.4966  0.34
H 2.0124 -1.6259 -0.4984  0.30
H -1.7209 1.2845 -1.0651  0.56
H -0.1404 2.1152 -0.7644  1.20
H -1.2693 1.8994 0.5557  0.32

The expectation value of S² is 0.750. As for the spin multiplicity: 2. The HOMO energy (spin up / spin down) is 1.408 / -5.385 eV. The calculation puts the frontier orbital gap (spin up / spin down) at 2.67 / 9.54 eV. Its total charge is -1.



Which is most stable, and by how much? #1, by 0.160 eV.



#1
Molecular formula: CH5NO2P
Method: DFT, ωB97M-V with the def2-TZVPD basis set

Each line ends with the Mulliken charge.
Element x y z (Å)
C -0.3661 -1.8834 0.8176  -0.87
N 0.7983 1.0793 -1.2599  -0.62
O -1.6867 2.1262 -0.5764  -0.56
O 0.3561 2.6138 0.8587  -0.57
P -0.3501 1.7084 -0.0900  0.53
H 0.6322 -1.8068 1.2511  0.18
H -1.0035 -2.5623 1.4479  0.21
H -0.2871 -2.2518 -0.2418  0.14
H 1.5945 0.8348 -0.8054  0.30
H 0.3125 0.1419 -1.4018  0.28

As for the spin multiplicity: 1. The HOMO energy (spin up / spin down) is -4.349 / -2.163 eV. The calculation puts the frontier orbital gap (spin up / spin down) at 8.21 / 5.42 eV. Its total charge is -1.



#2
Molecular formula: CH5NO2P
Method: DFT, ωB97M-V with the def2-TZVPD basis set

Each line ends with the Mulliken charge.
Element x y z (Å)
C 1.0764 -0.3632 -1.4808  -0.71
N -0.2373 1.2318 0.5231  -0.87
O -0.7640 -0.6494 2.2491  -0.86
O -1.0723 0.9552 -0.6099  -0.17
P -0.4935 0.1264 -1.9360  0.03
H -0.5625 0.3388 1.7292  0.48
H 1.6070 -1.0560 -2.0797  0.27
H 1.3689 -0.2816 -0.4553  0.22
H 0.6014 0.6582 0.3099  0.36
H -1.5241 -0.9603 1.7504  0.24

As for the spin multiplicity: 1. The HOMO energy (spin up / spin down) is -2.603 / -2.602 eV. The calculation puts the frontier orbital gap (spin up / spin down) at 7.06 / 7.06 eV. Its total charge is -1.



Which is most stable, and by how much? #1, by 2.549 eV.